Density functional theory data (ωB97M-V with the def2-TZVPD basis set) for one molecule with the formula C4H6O2.

CARTESIAN COORDINATES (ANGSTROEM)
1 O 2.0351 -0.3403 0.3966
2 C 0.7726 -0.5715 -0.1555
3 C -0.4939 -0.4916 0.7471
4 C -1.1512 0.5348 -0.2079
5 C 0.1370 0.5288 -1.0370
6 O 0.5387 1.1902 -1.9542
7 H 2.0323 0.5340 0.8083
8 H 0.8446 -1.5208 -0.6969
9 H -1.0260 -1.4388 0.8611
10 H -0.2739 -0.0916 1.7409
11 H -1.3498 1.5189 0.2287
12 H -2.0471 0.2092 -0.7427

Summary:
Multiplicity: 1
SMILES: O=C1CC[C@@H]1O
Net charge: 0
HOMO, eV: -9.5
Relative energy (zero: lowest compared OMol25 entry of this formula, charge and spin), kJ/mol: 136.69


Density functional theory data (ωB97M-V with the def2-TZVPD basis set) for C14H43N13O12V as an isolated structure.

CARTESIAN COORDINATES (ANGSTROEM)
1 V -2.3923 -0.7765 -1.4494
2 C -1.2311 -1.5344 0.5320
3 O -0.8474 -1.9497 -0.5980
4 O -1.2696 -0.3187 0.3642
5 O -2.4195 -1.8364 0.3976
6 C 1.7166 -1.6831 3.1238
7 O 2.4745 -0.5058 2.8445
8 C 1.7253 0.7193 2.8039
9 C 2.6544 1.9122 2.6112
10 N 3.0544 2.0115 1.2313
11 C 4.0059 3.1443 0.8943
12 C 4.3541 3.3020 -0.5617
13 O 3.1787 3.1407 -1.3680
14 C 2.4339 4.3720 -1.4646
15 H 2.3469 -2.4499 2.6735
16 H 0.7807 -1.6332 2.5672
17 H 1.5135 -2.0206 4.1402
18 H 1.0113 0.8087 3.6227
19 H 1.1107 0.6854 1.9044
20 H 3.6082 1.8296 3.1323
21 H 2.2081 2.8383 2.9737
22 H 2.1806 1.9160 0.7339
23 H 4.9028 2.9670 1.4879
24 H 3.5150 4.0061 1.3465
25 H 5.0470 2.5288 -0.8935
26 H 4.6938 4.3314 -0.6753
27 H 1.5267 4.1588 -2.0300
28 H 2.9840 5.1671 -1.9680
29 H 2.1594 4.7857 -0.4943
30 C -3.0581 0.2502 3.7901
31 O -3.4816 0.4836 4.8835
32 N -3.6474 -0.5426 3.0013
33 N -2.0581 0.8602 3.2618
34 H -3.1645 -0.6223 2.1179
35 H -4.3240 -1.1697 3.4125
36 H -1.5735 0.4573 2.4725
37 H -1.6588 1.4821 3.9501
38 C 0.7700 -4.1433 -3.3927
39 O 1.6774 -4.7205 -3.9628
40 N 0.9924 -3.2232 -2.5015
41 N -0.4719 -4.1466 -3.7414
42 H 1.9361 -2.9073 -2.3293
43 H 0.2076 -2.7305 -2.0999
44 H -0.6106 -4.5418 -4.6604
45 H -1.1324 -3.4881 -3.3539
46 C 3.0966 -1.1883 -0.7332
47 O 3.3689 -2.1611 -1.3752
48 N 1.9045 -0.8881 -0.3195
49 N 4.0101 -0.3617 -0.2939
50 H 1.8713 -0.2874 0.4919
51 H 1.1310 -1.5256 -0.4436
52 H 3.7178 0.4314 0.2590
53 H 4.9179 -0.5986 -0.6677
54 C -4.4576 1.4028 -0.0784
55 O -3.6140 0.8579 -0.7954
56 N -5.6906 1.4431 -0.4668
57 N -4.2385 1.9750 1.0677
58 H -6.3647 1.6350 0.2605
59 H -5.8665 1.0919 -1.3972
60 H -3.3450 1.8440 1.5202
61 H -5.0725 2.2677 1.5564
62 C 0.1180 0.5140 -3.0476
63 O -0.9495 0.5276 -2.4569
64 N 0.4214 -0.3658 -3.9451
65 N 1.0489 1.2931 -2.7057
66 H -0.1857 -1.1575 -4.1028
67 H 1.4160 -0.3915 -4.1192
68 H 0.9994 1.8767 -1.8829
69 H 1.9563 1.2133 -3.1420
70 C -3.1712 -5.1572 -0.4207
71 O -3.3857 -6.3315 -0.6236
72 N -2.1456 -4.5837 -0.9162
73 N -3.7690 -4.3769 0.4400
74 H -1.8044 -5.0708 -1.7325
75 H -1.8852 -3.6126 -0.8195
76 H -3.3907 -3.4407 0.4593
77 H -4.6072 -4.6485 0.9336
78 C -0.7024 3.1217 0.0963
79 O 0.2528 2.0477 0.0802
80 H -0.6937 3.5318 1.1062
81 H -0.3597 3.8258 -0.6620
82 H -1.7042 2.7694 -0.1496
83 H -0.2566 1.2631 0.2957

Summary:
Multiplicity: 3
Net charge: +1
HOMO (alpha / beta), eV: -11.3 / -11.3


Density functional theory data (ωB97M-V with the def2-TZVPD basis set) for a 2-piece molecular cluster, C2H9N2S2 overall.

CARTESIAN COORDINATES (ANGSTROEM)
1 C -0.8283 0.3912 0.5811
2 C -0.3984 0.0977 -0.8089
3 N -1.9604 1.2995 0.5594
4 N 0.2486 -0.9716 -1.1477
5 S -0.9245 1.3895 -1.8542
6 S 2.4249 -0.9518 1.2437
7 H -1.3414 -0.5507 0.8746
8 H 0.0654 0.7840 1.0361
9 H -2.7006 1.1025 1.2820
10 H -1.7623 2.2413 0.4746
11 H 0.4827 -1.3655 -2.0915
12 H 0.6481 -1.7183 -0.4346
13 H 3.3978 -1.7645 0.7268
14 H -0.1150 1.0522 -2.8793
15 H 2.7633 -1.0354 2.4379

Summary:
Multiplicity: 1
Net charge: +1
HOMO, eV: -13.6
Relative energy (zero: lowest compared OMol25 entry of this formula, charge and spin), kJ/mol: 176.88


Density functional theory data (ωB97M-V with the def2-TZVPD basis set) for one molecule with the formula C7H8.

CARTESIAN COORDINATES (ANGSTROEM)
1 C -0.2840 1.4165 0.8346
2 C 0.2109 0.2388 0.0172
3 C -0.3414 0.0031 -1.3242
4 C -0.7310 -0.9940 -0.1854
5 C -2.1140 -0.8408 0.1108
6 C 1.5922 -0.1486 0.2427
7 C 2.7350 -0.4638 0.4477
8 H 0.2514 2.3264 0.5436
9 H -1.3550 1.5498 0.6715
10 H -0.1103 1.2380 1.8998
11 H -0.1916 -1.9411 -0.2495
12 H -1.1316 0.6601 -1.6695
13 H 0.2856 -0.4370 -2.0922
14 H -2.5634 -1.8538 0.1196
15 H 3.7470 -0.7536 0.6334

Summary:
Multiplicity: 1
Net charge: 0
HOMO, eV: -8.5
Relative energy (zero: lowest compared OMol25 entry of this formula, charge and spin), kJ/mol: 598.35


Computed largest force on an atom (eV/Å) in order:
0.62, 13.53, 3.79, 0.51